Record 1
ORCA calculation (the ωB97M-V functional and the def2-TZVPD basis) on a structure of composition C53H49P3PtTe at a distorted geometry.

Values from the calculation:
* orbital gap: 4.41 eV
* lowest unoccupied orbital energy: -7.86 eV
* charge: +2
* DFT total energy: -3459.924013 Ha
* relative energy (zero: lowest compared OMol25 entry of this formula, charge and spin): 83.8 kcal per mole

The geometry in XYZ format:
```
107
Properties=species:S:1:pos:R:3:forces:R:3:lowdin_charge:R:1
Pt -1.605491 -0.046615 0.915845 -0.8 0.5 -1.3 0.439
C -0.831561 0.603066 -2.856322 -0.1 0.0 0.1 -0.265
C -0.768669 -0.829964 -2.336133 0.1 0.4 0.4 -0.309
P -1.961934 -1.282574 -1.016050 -0.1 -1.1 0.5 0.914
C -1.779071 -3.079792 -0.881686 0.1 0.1 0.1 -0.363
C -2.793114 -3.791492 -0.237127 0.0 0.1 0.0 -0.093
C -2.726092 -5.169801 -0.149149 -0.1 0.0 0.1 -0.054
C -1.647172 -5.850377 -0.698173 0.0 0.1 0.0 -0.047
C -0.625857 -5.144645 -1.315831 0.0 -0.1 0.0 -0.060
C -0.682793 -3.763885 -1.403139 -0.1 0.1 0.0 -0.092
C -3.642440 -1.069992 -1.672905 0.0 0.1 0.5 -0.391
C -4.628965 -0.475883 -0.884589 0.1 -0.1 0.0 -0.140
C -5.911296 -0.315144 -1.379585 0.0 0.0 0.0 -0.057
C -6.211341 -0.738466 -2.666777 0.0 0.0 0.0 -0.047
C -5.241762 -1.359969 -3.439691 0.0 0.0 -0.1 -0.050
C -3.960933 -1.541002 -2.942651 0.2 0.0 0.0 -0.069
C -0.671812 1.652459 -1.747718 -0.3 0.1 0.1 -0.349
P -2.279287 1.935833 -0.878688 2.0 -0.1 0.8 1.104
C -2.660010 3.609402 -1.513755 -0.8 -0.1 -0.2 -0.339
C -2.944549 3.701043 -2.875280 -0.1 -0.2 0.1 -0.091
C -3.070136 4.943432 -3.470210 0.1 0.0 0.0 -0.052
C -2.937866 6.092475 -2.703273 0.0 0.0 0.0 -0.048
C -2.688921 5.996446 -1.342156 0.0 0.1 -0.1 -0.050
C -2.557701 4.757185 -0.736995 0.0 -0.2 0.1 -0.066
C -1.903058 2.263569 0.886122 0.0 0.4 0.1 -0.549
C -3.042718 2.480715 1.689829 0.0 0.1 0.1 -0.126
C -2.914668 2.812959 3.025199 -0.1 0.0 -0.1 -0.048
C -1.651155 2.901338 3.601455 0.2 0.0 -0.1 -0.060
C -0.521856 2.645811 2.841248 -0.1 0.0 0.3 -0.076
C -0.630932 2.316005 1.490958 0.0 0.0 -0.2 -0.136
H -1.767405 0.760461 -3.399940 0.0 0.0 -0.1 0.098
H -0.012625 0.729790 -3.566622 0.0 0.0 0.0 0.108
H 0.219785 -1.005845 -1.898932 0.0 -0.1 0.0 0.045
H -0.910707 -1.536589 -3.156890 -0.1 -0.1 0.1 0.106
H -3.636711 -3.252201 0.177774 -0.1 -0.1 0.0 0.109
H -3.517511 -5.717790 0.341675 0.0 0.0 0.0 0.117
H -1.603839 -6.928811 -0.644338 0.0 0.0 0.0 0.118
H 0.218354 -5.669555 -1.739995 0.0 0.0 0.0 0.116
H 0.129009 -3.232945 -1.877763 0.0 0.0 -0.1 0.092
H -4.378911 -0.158579 0.123110 -0.1 0.0 -0.1 0.072
H -6.679366 0.132317 -0.764895 0.0 0.0 0.0 0.115
H -7.206521 -0.593943 -3.062801 0.0 0.0 0.0 0.118
H -5.485788 -1.712113 -4.431302 0.0 0.0 -0.1 0.118
H -3.214396 -2.050159 -3.538625 0.0 0.0 -0.1 0.116
H -0.322799 2.595135 -2.171673 0.0 0.0 0.1 0.101
H 0.058115 1.284737 -1.016618 0.0 0.1 -0.1 -0.006
H -3.065157 2.799956 -3.463486 0.0 0.0 -0.1 0.105
H -3.269332 5.015331 -4.529316 0.0 0.0 0.0 0.117
H -3.039315 7.063916 -3.165225 0.0 0.0 0.0 0.118
H -2.584202 6.890691 -0.744959 0.0 0.0 0.0 0.117
H -2.363116 4.694076 0.324373 0.0 0.0 0.0 0.105
H -4.021089 2.442485 1.224221 -0.1 0.0 0.1 0.116
H -3.794645 3.011410 3.620069 -0.1 0.0 0.0 0.122
H -1.551044 3.170020 4.643217 0.0 0.0 0.0 0.122
H 0.461945 2.718967 3.284589 0.1 0.0 0.0 0.121
H 0.271709 2.212741 0.900757 0.0 -0.1 0.0 0.071
C -0.629793 -0.496578 4.754400 0.0 0.5 -0.1 -0.352
Te -1.378012 -1.591140 3.045923 0.5 -0.2 -0.7 1.392
C 0.662147 -2.316187 3.037179 0.0 0.0 -0.1 -0.362
C 1.056011 -2.309147 4.485889 -0.2 0.1 0.1 -0.299
C 2.039086 -3.149656 4.985205 0.0 0.0 0.0 -0.021
C 2.391028 -3.080959 6.324835 0.0 0.0 -0.1 -0.051
C 1.750636 -2.187111 7.167356 0.0 0.0 0.1 -0.052
C 0.755750 -1.355546 6.677493 0.0 0.0 0.0 -0.022
C 0.415924 -1.406189 5.333153 0.0 -0.3 -0.1 -0.302
H -1.434401 -0.292723 5.457515 -0.1 0.0 -0.1 0.072
H -0.202340 0.450948 4.423332 -0.1 0.0 -0.1 0.052
H 1.278597 -1.625589 2.458705 -0.2 0.0 -0.1 0.058
H 0.709155 -3.307652 2.591655 -0.1 0.0 -0.1 0.066
H 2.521658 -3.864160 4.333509 0.1 0.0 -0.1 0.121
H 3.158825 -3.733862 6.713016 0.0 0.0 0.0 0.116
H 2.016635 -2.146981 8.213212 0.0 0.0 0.1 0.116
H 0.239778 -0.675014 7.340980 0.0 0.0 0.0 0.122
C 2.978483 1.759053 -4.964595 0.0 0.0 0.0 -0.070
C 2.777859 0.409578 -4.712195 -0.1 0.1 -0.1 -0.074
C 2.646919 -0.041786 -3.409625 0.0 0.1 0.1 -0.123
C 2.749377 0.848553 -2.337327 0.1 -0.1 0.0 -0.365
C 2.966579 2.201145 -2.599700 0.0 -0.2 0.0 -0.086
C 3.081723 2.649144 -3.905362 0.0 0.0 -0.1 -0.067
P 2.386100 0.247969 -0.653660 -0.4 -0.1 0.4 1.098
C 3.020964 -1.459610 -0.658703 0.1 0.4 -0.1 -0.399
C 2.230590 -2.453804 -0.090473 0.1 0.1 -0.1 -0.136
C 2.667232 -3.769717 -0.079558 0.0 -0.1 0.0 -0.082
C 3.891277 -4.093525 -0.643145 -0.1 -0.1 0.0 -0.059
C 4.680224 -3.105642 -1.217830 0.1 0.1 -0.1 -0.052
C 4.250389 -1.789784 -1.230774 -0.1 -0.2 0.1 -0.095
C 3.473370 1.187157 0.471368 0.1 -0.3 -0.2 -0.361
C 4.570184 0.603719 1.101663 0.0 0.2 -0.1 -0.077
C 5.360616 1.359837 1.953273 0.0 0.0 0.1 -0.063
C 5.058534 2.691053 2.193196 0.0 0.0 0.0 -0.068
C 3.953622 3.271564 1.586593 0.0 0.0 0.1 -0.074
C 3.155151 2.519182 0.742913 0.0 -0.1 0.1 -0.140
H 3.053560 2.115872 -5.981878 0.1 0.0 0.0 0.110
H 2.719856 -0.291974 -5.533367 0.0 0.0 0.0 0.111
H 2.479002 -1.094944 -3.226978 0.0 -0.1 0.0 0.101
H 3.064474 2.906416 -1.787618 0.0 0.0 0.0 0.088
H 3.258548 3.698898 -4.095654 0.0 0.0 0.0 0.111
H 1.263230 -2.192554 0.326411 0.0 0.0 0.0 0.062
H 2.045840 -4.539912 0.357694 0.0 -0.1 0.0 0.103
H 4.229371 -5.119702 -0.644591 0.0 -0.1 0.0 0.113
H 5.633519 -3.361160 -1.658517 0.0 0.0 0.0 0.116
H 4.859612 -1.017500 -1.682811 0.0 0.0 0.0 0.123
H 4.812731 -0.433496 0.918587 0.0 0.0 0.0 0.095
H 6.221041 0.906051 2.425363 0.0 0.0 0.0 0.112
H 5.676012 3.275579 2.859423 0.1 0.0 0.0 0.111
H 3.710721 4.308857 1.770629 0.0 0.0 0.0 0.109
H 2.281350 2.977355 0.294698 0.0 0.0 -0.1 0.086
```
Forces are in eV/Å.

Record 2
ORCA calculation (the ωB97M-V functional and the def2-TZVPD basis) on a structure of composition C53H50LaN3O2S2Se at a distorted geometry.

Values from the calculation:
* orbital gap: 7.45 eV
* lowest unoccupied orbital energy: -5.40 eV
* charge: +2
* DFT total energy: -5593.410945 Ha

The geometry in XYZ format:
```
112
Properties=species:S:1:pos:R:3:forces:R:3:lowdin_charge:R:1
La -0.150400 0.242900 -0.387900 -1.3 2.1 -1.0 1.904
C -2.516600 5.374000 2.870300 0.0 0.0 0.1 -0.026
C -1.875000 4.037900 2.675900 0.1 -0.1 -0.1 -0.256
C -0.665600 3.933400 1.985700 0.1 -0.1 0.0 -0.033
C -0.013300 2.716000 1.859400 0.1 0.0 0.2 -0.127
C -0.563200 1.592200 2.478700 0.4 -0.1 -0.5 -0.410
C -1.784700 1.668900 3.129000 0.2 -0.3 -0.1 -0.039
C -2.443500 2.884300 3.210200 0.2 0.0 -0.1 -0.001
S 0.271200 -0.015300 2.325000 0.2 0.7 2.6 0.871
O -0.499900 -0.974200 3.119300 -0.3 -0.6 0.2 -0.415
C 1.836500 0.382600 3.139600 -0.1 -0.2 -0.8 -0.258
C 1.991800 1.469700 4.009700 0.0 0.1 0.3 -0.035
C 3.216300 1.703300 4.568800 -0.2 0.0 -0.1 0.015
C 4.332600 0.905600 4.237800 -0.1 -0.3 -0.3 -0.142
C 5.605600 1.150200 4.791700 0.2 0.0 0.0 -0.009
C 6.675500 0.368200 4.454800 -0.1 0.2 0.1 -0.043
C 6.521800 -0.693500 3.546700 -0.2 -0.2 -0.1 -0.046
C 5.296100 -0.973500 3.009900 0.2 -0.2 0.1 -0.018
C 4.172600 -0.187600 3.340300 -0.1 0.2 0.3 -0.129
C 2.882000 -0.451300 2.813500 -0.1 0.2 0.1 -0.161
C 2.575000 -1.721700 2.111000 0.1 -0.1 -0.1 -0.151
C 2.337700 -2.856700 2.943700 -0.1 -0.2 -0.3 -0.089
C 2.484400 -2.799800 4.347400 0.0 -0.1 0.3 0.012
C 2.272000 -3.908900 5.120100 0.1 0.4 -0.1 -0.033
C 1.900100 -5.129000 4.536500 -0.1 -0.2 -0.4 -0.039
C 1.733600 -5.215300 3.181400 0.0 -0.1 0.3 -0.010
C 1.944700 -4.091000 2.356500 0.1 0.2 -0.1 -0.137
C 1.791000 -4.169800 0.954600 0.0 0.1 0.1 0.005
C 2.033500 -3.079400 0.170500 0.0 -0.2 -0.3 -0.084
C 2.434100 -1.855000 0.745500 0.0 0.1 -0.2 -0.312
S 2.729000 -0.583800 -0.511700 1.9 -1.0 0.9 1.038
O 1.988900 0.654100 0.013100 2.0 1.2 0.4 -0.742
C 4.486900 -0.292700 -0.370300 -0.2 0.0 -0.4 -0.359
C 5.078000 0.688300 0.403800 -0.3 0.1 0.0 -0.063
C 6.456900 0.809900 0.376000 0.0 0.0 -0.1 -0.018
C 7.243900 -0.019800 -0.420800 -0.2 -0.1 0.0 -0.245
C 8.732400 0.092700 -0.419400 0.1 0.0 0.0 -0.029
C 6.614200 -0.967200 -1.228900 -0.1 0.1 0.2 -0.009
C 5.242100 -1.105400 -1.208600 -0.1 -0.1 0.0 -0.065
H -2.384800 6.017100 2.003000 0.0 0.0 -0.1 0.086
H -2.055700 5.874500 3.724600 0.0 0.0 0.0 0.102
H -3.575900 5.274500 3.086300 -0.1 0.0 0.0 0.077
H -0.228100 4.825000 1.555900 0.1 0.0 0.0 0.131
H 0.952200 2.658000 1.352300 -0.1 0.1 0.1 0.115
H -2.187400 0.772100 3.575100 -0.1 -0.1 0.1 0.122
H -3.402100 2.937800 3.705600 0.0 0.0 0.1 0.125
H 1.137900 2.077800 4.258900 0.0 0.1 0.1 0.117
H 3.342900 2.510500 5.272900 0.0 0.1 0.1 0.127
H 5.717100 1.966500 5.489400 0.0 0.1 0.1 0.122
H 7.644400 0.558800 4.889100 0.1 0.0 0.0 0.116
H 7.379500 -1.294600 3.284300 0.0 -0.1 0.0 0.117
H 5.173100 -1.792700 2.316700 0.0 -0.1 -0.1 0.129
H 2.780000 -1.875000 4.816700 0.0 0.1 0.1 0.123
H 2.397400 -3.849800 6.189600 0.0 0.0 0.1 0.117
H 1.745400 -5.994400 5.162100 0.0 -0.1 0.0 0.117
H 1.447300 -6.148300 2.722600 0.0 -0.1 -0.1 0.120
H 1.484300 -5.106800 0.513800 0.0 -0.1 -0.1 0.129
H 1.950500 -3.144200 -0.906900 -0.1 -0.1 -0.1 0.080
H 4.470000 1.345600 1.008600 0.0 0.1 0.0 0.120
H 6.927900 1.573600 0.977100 0.1 0.0 0.1 0.126
H 9.078100 0.600500 0.476800 0.1 0.0 0.0 0.083
H 9.082200 0.652100 -1.286700 0.0 0.1 0.0 0.098
H 9.184600 -0.896300 -0.470700 0.1 0.0 0.0 0.090
H 7.199300 -1.587600 -1.889100 0.1 -0.1 0.0 0.127
H 4.748900 -1.832100 -1.838300 0.0 -0.1 -0.2 0.100
C -6.418900 -3.314200 1.279600 0.1 0.0 -0.1 -0.022
C -5.485800 -3.565500 0.082800 -0.2 -0.2 0.0 -0.552
C -5.098500 -5.048500 0.048000 0.0 0.3 0.0 -0.050
C -6.204600 -3.218700 -1.231700 0.1 0.0 0.2 -0.028
C -4.273000 -2.676200 0.239700 0.4 0.1 0.0 -0.117
C -2.997800 -3.169100 0.518500 0.0 0.1 0.0 0.048
C -1.919700 -2.306600 0.564600 -0.1 -0.2 0.1 -0.093
N -2.026600 -0.991700 0.361500 -1.5 -0.8 0.8 -0.102
C -3.259400 -0.475000 0.172400 -0.3 -0.3 0.0 -0.179
C -4.384000 -1.288300 0.110300 0.4 0.2 0.0 0.072
C -3.333500 0.999500 -0.007500 -0.3 0.5 0.0 -0.185
C -4.522200 1.697300 0.159100 0.2 -0.1 -0.1 0.065
C -4.590700 3.076700 -0.052500 0.5 0.0 -0.1 -0.127
C -3.398500 3.704500 -0.407300 -0.1 -0.1 0.0 0.027
C -2.241900 2.960900 -0.536500 -0.1 -0.1 -0.1 -0.109
N -2.186900 1.636800 -0.348500 -1.1 0.5 0.0 -0.062
C -5.903600 3.814700 0.058500 -0.2 0.1 0.0 -0.551
C -6.594100 3.443500 1.376600 0.1 0.0 -0.2 -0.026
C -5.728000 5.336400 0.007200 0.0 -0.3 0.0 -0.043
C -6.771800 3.378200 -1.134200 0.1 0.1 0.1 -0.019
H -7.274000 -3.981300 1.214500 -0.1 0.0 0.0 0.097
H -6.782400 -2.289000 1.295600 -0.1 0.1 0.0 0.083
H -5.900100 -3.511200 2.215100 0.0 0.0 0.1 0.095
H -5.983500 -5.652900 -0.139200 0.0 0.0 0.0 0.096
H -4.678000 -5.368800 0.999600 0.1 -0.1 0.0 0.089
H -4.384300 -5.244400 -0.750200 0.1 -0.1 0.0 0.095
H -7.042600 -3.895600 -1.374100 -0.1 0.0 0.0 0.096
H -5.531300 -3.330400 -2.078200 0.1 0.0 -0.1 0.097
H -6.595900 -2.204100 -1.233800 0.0 0.1 0.0 0.078
H -2.825900 -4.218500 0.686600 0.0 -0.1 0.0 0.117
H -0.920100 -2.684800 0.773600 -0.1 0.0 0.0 0.114
H -5.347500 -0.847800 -0.081900 -0.1 0.1 0.0 0.115
H -5.409500 1.165500 0.461100 -0.1 -0.1 0.0 0.116
H -3.363300 4.766600 -0.580100 0.1 0.1 0.0 0.117
H -1.316100 3.453300 -0.827800 -0.1 -0.1 0.1 0.126
H -5.934300 3.627900 2.220800 0.1 0.0 0.2 0.084
H -6.901500 2.402500 1.398700 -0.1 -0.1 0.0 0.080
H -7.483600 4.051700 1.499700 -0.2 0.1 0.0 0.097
H -5.145000 5.692500 0.854400 0.1 0.1 0.1 0.083
H -6.703900 5.812900 0.053400 -0.1 0.0 0.0 0.098
H -5.263100 5.661000 -0.920400 0.1 0.1 -0.1 0.088
H -6.972100 2.309800 -1.115600 0.0 -0.1 0.0 0.085
H -6.283400 3.623800 -2.075400 0.0 0.0 -0.1 0.098
H -7.721300 3.905200 -1.097300 -0.1 0.0 0.0 0.098
Se 1.992200 -2.211200 -3.921800 0.8 -0.4 -0.6 0.751
C 0.836500 -1.541000 -2.868800 -0.8 0.0 0.3 -1.024
N 0.027500 -1.109500 -2.107800 0.2 -1.3 -1.8 -0.239
```
Forces are in eV/Å.